Here is a structure of composition C16H29IrN2O5PS2 from the OMol25 dataset. Energies are from ωB97M-V/def2-TZVPD.

Results
HOMO energy (alpha / beta) = -0.160 / -0.194 Eh
Net charge = -1
Energy = -2354.9267 Ha
Spin multiplicity = 5
Gap between HOMO and LUMO (alpha / beta) = 0.2551 / 0.2529 Ha
LUMO energy (alpha / beta) = 2.58 / 1.61 eV

XYZ file:
```
56
Properties=species:S:1:pos:R:3:mulliken_charge:R:1
Ir -0.200 0.651 -0.066 1.753
N -2.493 0.286 0.206 -0.527
C -2.942 0.497 1.584 -0.302
C -1.841 1.019 2.483 0.247
O -2.131 1.483 3.586 -0.743
N -0.600 0.858 1.998 -0.380
C 0.505 1.253 2.846 -0.530
C 1.821 0.995 2.152 0.446
O 2.870 1.130 2.764 -0.742
O 1.731 0.629 0.905 -0.732
H -2.933 0.926 -0.442 0.302
H -2.652 -0.672 -0.101 -0.020
H -3.265 -0.455 2.008 0.181
H -3.780 1.189 1.648 0.321
H 0.500 0.709 3.792 0.324
H 0.456 2.316 3.099 0.386
C 0.226 5.633 0.485 -1.574
C -0.578 5.174 -0.743 2.134
C 0.016 5.802 -2.010 -1.607
C -2.042 5.608 -0.591 -1.563
C -0.498 3.705 -0.835 0.406
C -0.399 2.489 -0.897 -1.552
H 0.233 6.726 0.542 0.378
H 1.254 5.276 0.426 0.388
H -0.216 5.238 1.401 0.355
H -0.009 6.893 -1.933 0.370
H -0.551 5.501 -2.892 0.382
H 1.050 5.484 -2.144 0.378
H -2.111 6.699 -0.550 0.370
H -2.467 5.198 0.326 0.368
H -2.637 5.252 -1.434 0.379
C 0.644 -2.727 2.167 -1.345
C 1.439 -3.437 1.092 0.529
C 2.664 -2.661 0.652 -1.118
O 0.637 -3.804 -0.070 -0.299
P -0.543 -3.037 -0.817 0.736
S -2.225 -3.027 0.175 -0.559
S 0.202 -1.280 -1.538 -0.510
O -0.721 -4.004 -2.077 -0.432
C 0.263 -4.738 -2.844 0.586
C 0.580 -6.056 -2.156 -1.223
C 1.508 -3.935 -3.166 -1.136
H 1.270 -2.638 3.057 0.514
H -0.265 -3.273 2.418 0.348
H 0.364 -1.720 1.856 0.212
H 1.750 -4.412 1.470 0.126
H 2.420 -1.636 0.376 0.118
H 3.142 -3.155 -0.197 0.276
H 3.378 -2.623 1.478 0.490
H -0.269 -4.950 -3.771 0.342
H 1.177 -5.887 -1.261 0.141
H 1.136 -6.701 -2.841 0.455
H -0.342 -6.561 -1.867 0.318
H 2.073 -3.709 -2.260 0.060
H 1.260 -2.994 -3.654 0.304
H 2.142 -4.523 -3.834 0.470
```

---

Here is a structure of composition C27H30N3PS5Sn from the OMol25 dataset. Energies are from ωB97M-V/def2-TZVPD.

Results
ΔE to the lowest compared entry with this formula, charge and spin = 20.2 kJ/mol
HOMO energy = -0.199 Eh
Energy = -3757.6726 Ha
Gap between HOMO and LUMO = 0.1422 Ha
LUMO energy = -1.54 eV

XYZ file:
```
67
Properties=species:S:1:pos:R:3:mulliken_charge:R:1
Sn -0.994 1.313 -0.531 0.171
N 4.014 2.587 3.364 -0.162
C 2.529 2.374 3.081 -0.286
C 2.312 0.922 2.699 -1.218
C 2.815 0.548 1.284 0.817
N 1.673 0.029 0.534 0.142
C 3.485 1.715 0.524 -2.013
C 2.876 3.130 0.668 0.548
N 1.980 3.393 -0.436 -0.349
C 2.101 3.317 1.983 -0.517
H 4.335 1.987 4.122 0.395
H 4.204 3.561 3.601 0.405
H 4.511 2.345 2.502 0.206
H 1.993 2.601 4.003 0.596
H 1.233 0.753 2.703 0.232
H 2.743 0.261 3.457 0.312
H 3.596 -0.225 1.383 0.429
H 1.296 -0.793 0.995 0.215
H 1.958 -0.254 -0.397 -0.360
H 3.453 1.455 -0.536 0.751
H 4.556 1.742 0.782 0.380
H 3.730 3.836 0.663 0.054
H 2.480 3.531 -1.305 0.241
H 1.400 4.208 -0.261 0.228
H 1.049 3.123 1.779 -0.358
H 2.169 4.359 2.307 0.459
C -3.978 -4.957 -3.244 -0.452
C -2.597 -5.000 -3.348 -0.701
C -1.822 -3.979 -2.813 -0.377
C -2.431 -2.912 -2.160 0.152
C -3.825 -2.875 -2.058 -0.368
C -4.592 -3.895 -2.591 -0.654
P -1.558 -1.436 -1.532 0.192
C 0.196 -1.939 -1.714 0.592
C 0.820 -2.857 -0.873 -0.297
C 2.177 -3.120 -1.001 -0.698
C 2.921 -2.474 -1.978 -0.454
C 2.303 -1.573 -2.837 -0.742
C 0.947 -1.306 -2.703 -0.489
C -1.792 -1.530 0.277 0.731
C -2.050 -2.693 0.998 -0.238
C -2.193 -2.627 2.377 -0.735
C -2.167 -1.394 3.015 -0.620
C -1.952 -0.232 2.281 -0.356
C -1.724 -0.272 0.908 -0.355
H -4.578 -5.742 -3.686 0.370
H -2.121 -5.830 -3.856 0.387
H -0.745 -4.014 -2.914 0.334
H -4.292 -2.027 -1.570 0.421
H -5.671 -3.860 -2.514 0.391
H 0.237 -3.362 -0.114 0.420
H 2.655 -3.831 -0.338 0.418
H 3.978 -2.685 -2.085 0.385
H 2.880 -1.073 -3.605 0.411
H 0.456 -0.598 -3.361 0.384
H -2.144 -3.646 0.489 0.471
H -2.341 -3.533 2.952 0.391
H -2.327 -1.345 4.087 0.381
H -1.977 0.731 2.785 0.506
S -5.120 7.314 -1.427 -0.294
C -4.341 5.908 -1.095 0.102
S -3.195 5.731 0.192 -0.135
C -2.767 4.056 -0.102 -0.011
C -3.407 3.448 -1.117 0.231
S -3.237 1.805 -1.653 -0.482
S -4.555 4.442 -1.994 -0.100
S -1.566 3.365 0.953 -0.427
```

---

Here is a cluster of 5 separate species, C8H27O5 in total from the OMol25 dataset. Energies are from ωB97M-V/def2-TZVPD.

Results
ΔE to the lowest compared entry with this formula, charge and spin = 462.3 kJ/mol
HOMO energy = -0.497 Eh
Net charge = +1
Energy = -696.7738 Ha
Gap between HOMO and LUMO = 0.4097 Ha
LUMO energy = -2.37 eV

XYZ file:
```
40
Properties=species:S:1:pos:R:3:mulliken_charge:R:1
O 10.618 18.911 28.388 -0.209
H 10.658 18.042 28.120 0.411
H 10.116 19.334 27.558 0.456
H 10.147 18.868 29.253 0.382
C 12.323 19.719 31.287 -1.262
C 10.765 19.906 31.539 -0.181
O 9.925 18.873 30.937 -0.536
H 12.801 20.637 31.579 0.391
H 12.513 19.587 30.220 0.260
H 12.542 18.842 31.733 0.462
H 10.520 20.920 30.942 0.134
H 10.820 20.018 32.670 0.408
H 9.152 18.811 31.525 0.269
C 6.997 18.912 28.939 -1.131
C 7.060 18.240 27.563 -0.329
O 8.351 17.886 27.207 -0.289
H 7.094 18.272 29.745 0.303
H 6.101 19.413 29.099 0.484
H 7.757 19.608 29.023 0.143
H 6.825 19.050 26.997 0.241
H 6.435 17.409 27.297 0.460
H 8.290 17.280 26.514 0.193
C 10.649 15.769 29.809 -1.245
C 11.341 15.372 28.605 -0.163
O 11.087 16.382 27.541 -0.586
H 9.533 16.042 29.856 0.160
H 11.240 16.386 30.268 0.406
H 10.629 14.903 30.368 0.495
H 11.050 14.281 28.100 0.312
H 12.340 15.327 28.739 0.282
H 11.321 15.920 26.614 0.303
C 10.386 22.408 27.985 -0.878
C 9.849 21.930 26.493 -0.447
O 9.449 20.661 26.477 -0.485
H 10.586 23.518 28.030 0.402
H 11.465 21.836 28.165 0.159
H 9.646 22.272 28.755 0.229
H 10.500 22.157 25.804 0.440
H 8.893 22.486 26.049 0.296
H 8.904 20.477 25.739 0.258
```